The following is a DFT calculation (wB97M-V/def2-TZVPD) of a cluster of 19 separate species, C64H179N13O19 in total.

Computed properties:
E_LUMO, eV: 0.5
DFT total energy, eV: -127533.3613
Gap between HOMO and LUMO, eV: 9.33

```
275
Properties=species:S:1:pos:R:3:forces:R:3
C -0.39558 5.25096 -0.55755 -1.27 -0.22 0.64
C -0.35317 6.40354 0.43285 -1.19 0.06 -0.99
C -0.20312 7.78174 -0.24742 -0.32 -0.66 0.30
O 1.00402 7.88367 -0.93836 -0.16 0.20 -0.30
C 1.98756 8.41749 -0.13830 2.20 -0.41 0.66
N -1.63213 6.43712 1.13574 0.21 1.32 0.33
H -0.15126 4.30780 -0.03265 -0.41 0.21 -0.33
H 0.34692 5.40614 -1.29665 0.72 0.07 -0.96
H -1.42720 5.22343 -1.01154 1.06 -0.15 0.34
H 0.48314 6.19595 1.08862 0.53 0.40 0.34
H -0.24461 8.45567 0.62331 -0.08 0.55 -0.55
H -0.93725 8.05101 -1.02777 -0.41 -0.52 0.86
H 2.90037 8.40113 -0.77945 -0.43 0.34 0.64
H 2.21833 7.68297 0.73101 -0.37 1.51 -0.85
H 1.76387 9.48446 0.18522 0.24 -1.28 -0.08
H -1.67696 7.22069 1.81513 0.12 -0.79 -0.53
H -1.78087 5.58320 1.62939 -0.34 -0.66 0.50
C -2.09340 -7.09539 -3.00886 -0.48 0.38 -0.95
C -0.62686 -6.74219 -3.11846 0.13 1.02 -2.90
C 0.22568 -7.07349 -1.93762 -1.17 -0.83 -0.45
O -0.42693 -6.64562 -0.78585 -0.24 0.46 1.31
C 0.38100 -6.94262 0.33247 0.43 0.71 0.66
N 0.04446 -7.38868 -4.28363 -0.64 -0.68 0.84
H -2.22957 -8.14196 -3.18101 0.03 -1.03 0.29
H -2.78370 -6.65752 -3.79986 1.11 0.08 1.00
H -2.40613 -6.84643 -2.01042 -0.59 0.11 0.28
H -0.54620 -5.64912 -3.35311 -0.14 -0.51 0.63
H 1.16871 -6.57342 -2.08105 0.75 0.02 0.14
H 0.33195 -8.17215 -1.94431 0.35 0.22 0.21
H -0.05156 -6.58332 1.31361 0.29 -0.15 -1.32
H 1.36863 -6.47192 0.13077 -0.30 -0.17 0.64
H 0.54427 -8.01422 0.40487 0.00 -0.33 0.08
H -0.52708 -7.97630 -4.89309 0.17 0.64 0.39
H 0.59526 -6.71391 -4.76229 0.29 0.31 -0.77
C -4.91047 7.44608 -2.17136 -1.12 0.40 0.88
C -5.34147 6.80747 -0.80251 0.27 1.11 0.99
C -5.18862 5.31472 -0.80278 0.66 -0.87 -0.37
O -5.40860 4.70484 0.48402 -1.04 0.47 -0.16
C -6.78627 4.75282 0.89970 -0.51 -2.31 0.64
N -4.52605 7.39421 0.32754 -0.53 0.14 -1.55
H -3.96091 7.06910 -2.54368 0.26 -0.02 0.30
H -4.84642 8.54298 -1.97603 0.06 -0.81 -0.41
H -5.64217 7.25561 -2.98616 0.25 0.14 0.64
H -6.37927 7.06869 -0.51853 0.29 0.03 -0.70
H -4.12435 5.10365 -1.07008 -0.66 -0.10 0.35
H -5.81171 4.85765 -1.60117 0.03 -0.03 0.48
H -7.25218 5.73559 0.94141 0.38 0.28 0.12
H -6.91020 4.22320 1.94997 0.58 1.20 -2.11
H -7.42079 4.14277 0.18287 0.63 0.55 0.63
H -3.58679 7.08291 0.16125 0.92 0.08 -0.06
H -4.73218 6.90474 1.17958 -0.52 -0.30 0.38
C 3.81729 -3.85655 2.24009 1.08 0.30 0.04
C 2.74943 -2.93858 2.81042 -0.42 -0.80 2.04
C 2.18506 -3.57481 4.15292 0.18 0.11 -1.87
O 1.69707 -4.89094 3.80705 0.25 0.39 0.99
C 1.29800 -5.63920 4.94923 1.35 -0.23 0.98
N 3.30152 -1.61638 3.10452 1.38 -0.97 -0.89
H 4.26074 -3.29755 1.42527 0.13 -0.03 -0.59
H 3.48024 -4.83982 1.85058 0.12 0.67 0.61
H 4.69427 -3.94507 2.95999 -1.21 -0.30 -0.53
H 1.89920 -2.81259 2.13570 0.11 -0.08 -0.17
H 1.34585 -2.94898 4.45938 0.15 0.02 0.50
H 3.01049 -3.55095 4.90695 -0.63 -0.44 -0.34
H 1.94031 -5.36845 5.81972 -0.28 0.01 -0.42
H 1.53164 -6.71696 4.81120 -0.58 0.64 -0.35
H 0.27448 -5.46732 5.29875 -0.12 -0.05 -0.50
H 4.10050 -1.69248 3.73788 -0.47 0.10 -0.04
H 2.61357 -0.97266 3.42980 -0.74 0.64 0.51
C -3.31813 -7.00098 2.20989 -0.01 -0.14 0.84
C -4.82448 -6.89971 2.14029 -1.06 -0.65 0.19
C -5.18376 -6.21347 0.81053 2.61 1.15 -0.10
O -6.50479 -6.06628 0.48939 -1.38 -0.95 -0.16
C -7.15480 -5.08335 1.23634 0.34 1.29 0.20
N -5.52283 -8.21607 2.28263 0.57 0.79 -0.24
H -2.94785 -6.03382 1.99024 0.60 1.18 -0.36
H -2.86945 -7.65608 1.49529 0.03 -0.66 -0.71
H -2.86859 -7.24247 3.17674 -0.55 -0.21 0.11
H -5.15137 -6.23530 2.96661 0.03 -0.45 -0.27
H -4.69855 -6.76283 -0.03514 -0.32 0.36 0.60
H -4.67677 -5.18009 0.89688 -0.54 -1.02 -0.46
H -8.22282 -5.26424 1.36328 -0.01 -0.01 -0.81
H -6.90421 -4.09259 0.75323 -0.65 -0.65 0.66
H -6.81306 -5.07133 2.26832 0.31 0.10 0.12
H -5.09415 -8.83457 1.59540 -0.06 -0.10 0.14
H -6.47783 -8.08592 1.94895 0.10 -0.04 0.14
C -0.06043 2.33418 4.71515 0.12 0.15 -2.04
C 0.63343 1.00867 4.93457 -0.84 -1.10 -1.63
C -0.38647 0.01524 5.54755 0.35 2.42 -0.69
O -0.81495 0.52448 6.77375 -0.36 0.42 0.71
C -1.93061 -0.17902 7.28303 1.05 -1.97 0.01
N 1.05516 0.43633 3.61056 -0.87 -0.68 -0.24
H -0.45718 2.64314 5.65408 -0.19 0.92 0.60
H -0.93830 2.20001 3.97935 1.31 0.14 1.11
H 0.68139 3.02840 4.20783 -1.03 -0.40 0.90
H 1.54607 1.10723 5.51521 0.00 0.02 0.32
H 0.00559 -0.96473 5.63500 0.31 -1.26 0.01
H -1.21707 0.09365 4.84011 -0.19 -0.77 -0.05
H -2.78337 -0.16950 6.59798 0.03 0.08 -0.17
H -2.25149 0.27428 8.23510 0.42 -0.40 -0.32
H -1.56342 -1.29821 7.36586 -1.14 1.84 0.36
H 0.26427 0.26057 2.93628 0.61 0.30 1.28
H 1.58548 1.13583 3.12154 0.52 0.54 -0.09
C 7.66148 -0.14565 -5.82149 -0.45 -0.29 1.27
C 8.36263 -0.05583 -4.43615 -0.94 0.08 -0.62
C 9.65997 0.75867 -4.44824 0.18 0.45 2.01
O 10.42856 0.43370 -3.25671 -0.92 -0.35 -0.52
C 11.36363 1.39410 -2.91890 1.10 1.08 -0.10
N 7.31213 0.27760 -3.44777 0.45 -0.22 -0.30
H 8.35786 -0.24493 -6.65860 -0.28 0.00 0.07
H 7.02895 0.73199 -5.86994 -0.09 0.29 -0.68
H 6.96755 -1.02443 -5.70631 0.71 0.79 -0.57
H 8.55832 -1.09787 -4.26819 0.90 -0.41 0.63
H 9.50911 1.85927 -4.43037 -0.46 -0.43 -0.06
H 10.33335 0.57729 -5.25017 0.16 -0.51 -1.28
H 11.68267 1.22856 -1.88829 -0.66 0.40 0.27
H 10.98166 2.41868 -3.16077 0.19 -0.52 0.78
H 12.36021 1.36318 -3.40829 -0.51 -0.46 -0.68
H 7.01121 1.24162 -3.33611 0.33 0.07 -0.48
H 7.51855 -0.06874 -2.52905 0.34 -0.16 0.23
C 7.20802 4.37285 0.14624 -1.49 0.79 -1.25
C 7.17620 3.85087 -1.30746 -0.72 -0.26 1.34
C 5.92172 2.97760 -1.44169 -1.07 0.12 -0.47
O 5.78691 2.70098 -2.81306 1.29 0.52 -1.07
C 4.57501 2.15910 -3.10861 -1.92 -1.85 -0.09
N 7.16902 4.94401 -2.27961 -0.89 -0.82 0.19
H 7.56623 3.62749 0.82103 0.20 -0.35 0.64
H 6.17543 4.74379 0.42023 1.06 -0.66 -0.13
H 7.79698 5.26846 0.15241 0.74 0.32 0.34
H 7.96385 3.12115 -1.48426 0.68 0.08 0.05
H 4.93897 3.46278 -1.19964 1.08 0.05 0.52
H 5.97458 1.98159 -0.91274 0.19 1.14 -0.10
H 3.70379 2.79857 -2.92725 0.20 0.39 0.15
H 4.42192 1.25969 -2.48454 -0.17 0.03 -0.03
H 4.47690 1.79463 -4.13445 0.51 0.35 -0.06
H 6.95657 4.46805 -3.14675 0.03 0.50 -0.43
H 8.04784 5.42884 -2.36530 0.26 -0.14 0.16
C -2.99202 2.04908 0.28678 0.47 -0.57 -0.17
C -2.47231 2.07061 1.72558 0.46 -2.32 -0.30
C -3.29184 2.81290 2.72780 -1.27 2.20 -1.40
O -2.92974 4.23576 2.79476 -0.90 -1.20 0.27
C -3.89043 4.89896 3.60904 0.10 0.74 0.51
N -2.47886 0.63307 2.14647 -0.06 -0.30 0.47
H -2.67148 2.92815 -0.26506 -0.33 0.34 0.02
H -4.08066 1.89807 0.24591 0.34 0.12 -0.08
H -2.45987 1.20017 -0.21563 -0.58 0.58 0.31
H -1.44513 2.36541 1.65352 0.76 0.85 0.33
H -3.29521 2.46672 3.73456 0.35 -0.79 0.81
H -4.33790 2.71910 2.32758 0.51 0.31 0.61
H -3.94506 4.49085 4.65733 0.12 0.08 -0.92
H -4.90524 4.89477 3.16785 0.41 -0.25 0.05
H -3.59133 5.96461 3.70520 -0.01 -0.63 -0.15
H -1.87319 0.07879 1.52944 -0.21 0.52 0.28
H -2.12085 0.47750 3.09918 -0.14 0.37 -0.54
C -4.49574 -2.38880 -6.23825 1.00 -0.82 0.29
C -5.05413 -2.92507 -4.92378 1.71 -1.46 -1.84
C -5.09670 -1.87410 -3.93703 -1.34 1.47 3.25
O -3.84940 -1.20864 -3.68616 -0.41 -2.63 -1.88
C -4.00411 -0.15926 -2.85690 1.21 1.48 2.15
N -6.33081 -3.61041 -5.05293 0.66 -2.05 -0.73
H -3.58087 -1.81488 -6.11879 -0.05 0.26 0.23
H -5.19210 -1.86376 -6.82273 -1.15 1.10 -0.53
H -4.21402 -3.22272 -6.84891 0.19 -0.72 -0.47
H -4.30748 -3.69278 -4.60719 -0.56 0.36 0.10
H -5.43549 -2.31982 -2.94404 0.19 0.52 -0.96
H -5.90932 -1.15704 -4.23979 0.72 -0.07 0.25
H -4.59970 -0.38175 -1.96269 -0.18 -0.11 -0.01
H -4.45140 0.65960 -3.38022 -0.38 0.95 -0.20
H -2.99301 0.15280 -2.45762 -1.00 -0.29 -0.59
H -7.07720 -3.06745 -5.44499 -0.12 0.61 -0.20
H -6.17265 -4.41056 -5.73269 -0.45 1.28 1.23
C 3.59010 3.91203 1.10835 -1.59 -0.57 1.11
C 3.88089 3.81451 2.61217 1.80 0.44 -1.78
C 3.29102 5.02504 3.29283 -0.18 -0.58 0.72
O 3.40838 4.86199 4.70910 -0.09 0.24 -0.87
C 2.79369 5.88864 5.44693 1.37 1.13 0.53
N 3.40361 2.57048 3.07363 -1.27 -1.63 0.69
H 4.03609 4.77499 0.67020 0.01 0.67 -0.53
H 2.49533 3.80760 0.96874 0.24 0.85 0.03
H 3.88737 3.01951 0.61991 1.00 -0.84 -0.45
H 4.99800 3.85054 2.67872 -0.40 0.35 0.29
H 2.24979 5.13313 3.00991 -0.61 -0.19 0.02
H 3.76799 5.93761 2.92881 0.40 0.08 0.19
H 2.94398 6.90461 4.99619 -0.24 -0.78 -0.03
H 3.37468 5.93931 6.38292 -0.54 -0.08 -0.07
H 1.74252 5.73803 5.66232 -0.30 -0.23 -0.14
H 3.75697 1.69972 2.62588 -0.01 1.23 0.34
H 3.37706 2.51468 4.08169 0.20 -0.13 0.01
C -1.41570 2.69004 -3.12447 0.36 1.79 0.45
C 0.03655 2.41377 -3.35751 0.60 1.40 -2.41
C 0.26503 1.17552 -4.21884 0.32 1.41 0.47
O 1.68215 1.09395 -4.40713 0.39 -1.32 -0.36
C 2.21423 -0.12659 -5.04082 -1.55 1.26 0.25
N 0.66622 3.55247 -4.23099 -0.02 -2.64 0.89
H -1.89411 1.86273 -2.66013 -0.59 -0.79 0.06
H -1.84541 3.01265 -4.06192 -0.60 -0.16 -0.21
H -1.51910 3.53286 -2.39093 0.09 -0.59 -0.73
H 0.48341 2.39651 -2.40782 1.16 -0.46 1.28
H -0.31389 1.46595 -5.10198 0.41 -0.61 -0.58
H -0.18756 0.31850 -3.74721 0.14 -0.79 0.16
H 3.23447 -0.32550 -4.67306 -0.65 0.17 0.04
H 2.21050 0.01568 -6.12764 0.23 0.02 0.07
H 1.48878 -0.92284 -4.83590 0.58 -0.25 0.20
H 1.67580 3.34064 -4.20291 -0.61 0.20 -0.29
H 0.56658 4.37695 -3.70588 -0.22 1.51 0.76
C -5.51602 -3.42767 4.37626 0.27 0.21 -1.37
C -4.36114 -2.46477 4.26773 0.46 0.02 -0.06
C -3.06099 -3.18897 3.94804 1.55 -0.13 0.67
O -1.95106 -2.25001 3.99950 -1.31 0.11 0.20
C -0.87578 -2.61974 3.19364 -0.05 -0.24 -1.52
N -4.73711 -1.41457 3.31824 0.18 -0.11 1.24
H -5.23406 -4.26777 4.98409 -0.25 -0.44 0.41
H -5.70633 -3.78304 3.32798 -0.15 0.11 0.96
H -6.36482 -2.86244 4.75148 -0.24 -0.34 0.06
H -4.16350 -2.05578 5.25694 -0.18 0.52 0.11
H -3.00967 -3.74045 2.99471 -0.40 0.28 0.02
H -2.83742 -3.92199 4.75947 -0.40 0.12 -0.46
H -1.24869 -2.72978 2.12234 0.75 -0.23 1.13
H -0.36946 -3.53047 3.56524 -0.36 0.09 -0.42
H -0.12866 -1.81649 3.17744 -0.25 -0.05 0.20
H -3.94518 -0.78755 3.15848 -0.37 -0.29 -0.84
H -5.12953 -1.89367 2.51662 0.44 0.59 -0.47
C 1.85200 -0.19428 -1.03549 2.79 2.71 -0.06
C 1.23907 0.14830 0.30845 -0.31 0.17 -1.61
O -0.17985 -0.04114 0.23211 0.13 1.10 0.76
H 1.72019 -1.17035 -1.34280 -0.64 -2.33 -0.30
H 2.95922 -0.06919 -0.90811 -0.54 -0.34 0.14
H 1.72865 0.42594 -1.93498 -0.87 0.30 0.53
H 1.51156 1.15317 0.67578 -0.54 -0.23 -0.36
H 1.69048 -0.54195 0.97875 0.20 -0.70 1.06
H -0.30032 -0.92438 -0.10122 -0.04 -0.87 -0.19
C -0.63200 -4.51738 -6.55782 -1.04 -1.58 -0.06
C 0.68580 -3.93110 -6.22633 0.72 0.86 1.33
O 1.39703 -4.82006 -5.34926 -0.73 -0.10 -0.39
H -1.22492 -4.88023 -5.69254 0.38 0.54 -0.20
H -0.45152 -5.45717 -7.15650 -0.34 1.06 0.26
H -1.21823 -3.77673 -7.11261 -0.01 -0.37 -0.09
H 0.62324 -2.90244 -5.75106 -0.08 -1.07 -0.50
H 1.18354 -3.84574 -7.17836 0.70 0.31 -0.30
H 2.24631 -4.44982 -5.11728 0.48 0.44 0.04
C 6.47162 -0.47256 0.03025 0.66 1.04 0.26
C 5.90325 0.38863 1.19317 1.00 -0.91 -0.35
O 4.51537 0.32560 1.24949 -0.57 -0.03 0.35
H 6.48671 -1.53811 0.14986 -0.47 -0.70 0.82
H 7.54973 -0.24218 -0.01331 -0.28 0.22 -0.58
H 5.94060 -0.34036 -0.91962 0.25 0.52 0.11
H 6.06678 1.45043 1.07770 0.72 0.25 -0.38
H 6.46951 0.09601 2.12096 -0.86 0.11 -0.40
H 4.26065 -0.50342 1.66613 -0.63 -0.58 0.40
C 3.46752 -3.60615 -2.28730 0.41 0.08 -1.72
C 4.34281 -2.77090 -3.23926 1.10 -1.35 0.57
O 3.85443 -2.92414 -4.56433 0.77 1.26 -1.85
H 2.43046 -3.33801 -2.41930 -0.45 0.02 0.13
H 3.77903 -3.44640 -1.27395 0.14 -0.08 0.58
H 3.62151 -4.65334 -2.61299 -0.27 0.36 0.51
H 5.37492 -3.26113 -3.11455 -1.00 1.15 -0.47
H 4.37142 -1.71195 -3.02060 0.16 0.25 0.49
H 4.28252 -2.23099 -5.18582 -0.94 -1.83 1.74
C -2.90589 -2.41503 -0.06237 0.95 -0.20 -2.14
C -1.82212 -2.76895 -1.15020 0.19 1.56 0.12
O -0.49701 -2.94053 -0.49342 -1.39 -0.22 -0.78
H -3.89341 -2.34732 -0.49091 -0.41 -0.23 -0.49
H -2.70364 -1.40420 0.24118 0.23 0.22 0.86
H -2.93434 -3.15662 0.69955 0.12 -0.33 0.88
H -1.69587 -1.80457 -1.76670 -0.21 -1.65 0.49
H -2.09002 -3.62113 -1.83002 0.39 0.70 0.78
H -0.28550 -3.88329 -0.51117 -0.04 0.07 0.06
C -7.46823 2.24345 3.97039 1.15 -2.43 2.80
C -7.82396 0.76556 4.36479 1.33 0.37 -0.79
O -6.68395 0.20056 5.05871 0.32 -0.25 -1.85
H -8.12368 2.66774 3.29611 -1.60 1.08 -1.17
H -6.46611 2.21065 3.55215 0.13 0.16 -0.08
H -7.43046 2.68865 4.97517 0.06 0.76 -0.67
H -7.95599 0.20476 3.41460 -0.54 -0.02 0.70
H -8.67489 0.72032 5.06112 0.16 -0.11 -0.55
H -6.05896 -0.09245 4.30861 -0.87 0.18 1.60
```
Positions in Å, forces in eV/Å.

These are the Löwdin partial charges, in e, on atoms 1 to 2: C -0.06; C -0.43